The following is a quantum chemistry calculation of the molecule C2H4N3P at a distorted geometry, from the Open Molecules 2025 dataset.

Results
* highest occupied orbital energy: -9.6 eV
* total charge: 0
* energy above the lowest of the compared OMol25 structures with the same formula, charge and spin: 1.332 eV
* LUMO level: 1.08 eV
* gap between HOMO and LUMO: 10.66 eV

Last column: natural (NBO) charge in e.
Cartesian coordinates (Å):
P: -1.72016 0.45640 -0.39353  0.38
N: 2.06125 0.77111 0.06046  -0.20
N: 0.77646 1.28370 0.31981  -0.24
N: 2.13757 -0.37396 -0.61786  -0.20
C: 0.86119 -0.62948 -0.91504  -0.11
C: 0.03848 0.35554 -0.31398  -0.20
H: 0.48811 -1.56986 -1.27417  0.22
H: -1.71639 -0.92816 -0.84619  -0.02
H: -1.72299 -0.01147 0.81909  -0.03
H: 2.85205 1.02157 0.63576  0.40

The following is a quantum chemistry calculation of the molecule C2H4N4 at a distorted geometry, from the Open Molecules 2025 dataset.

Results
* highest occupied orbital energy: -9.7 eV
* total charge: 0
* energy above the lowest of the compared OMol25 structures with the same formula, charge and spin: 1.241 eV
* LUMO level: 0.77 eV
* gap between HOMO and LUMO: 10.48 eV

Last column: natural (NBO) charge in e.
Cartesian coordinates (Å):
N: 1.94270 0.38589 0.41382  -0.23
N: 1.89408 -0.79411 -0.13545  -0.06
N: 0.61252 -1.06100 -0.42147  -0.34
N: -1.57390 0.01736 -0.18608  -0.86
C: -0.18807 -0.03573 -0.04533  0.24
C: 0.67326 0.87390 0.47759  -0.15
H: -1.89193 0.75871 -0.79132  0.39
H: 0.25756 1.78923 0.86629  0.21
H: -2.07874 -0.00516 0.69063  0.39
H: 0.35251 -1.92907 -0.86867  0.42

The following is a quantum chemistry calculation of the molecule C2H4N4 at a distorted geometry, from the Open Molecules 2025 dataset.

Results
* highest occupied orbital energy (spin up / spin down): -9.9 / -9.5 eV
* total charge: 0
* energy above the lowest of the compared OMol25 structures with the same formula, charge and spin: 4.163 eV
* LUMO level (spin up / spin down): -0.67 / -2.22 eV
* gap between HOMO and LUMO (spin up / spin down): 9.24 / 7.24 eV

Last column: natural (NBO) charge in e.
Cartesian coordinates (Å):
N: 0.45980 -0.84036 0.24960  -0.32
N: 2.24804 0.35911 0.46398  -0.09
N: -1.64655 -0.21722 -0.25584  -0.82
N: 0.02028 1.45373 0.13666  -0.64
C: -0.36534 0.22829 0.06608  0.48
C: 1.79296 -0.70356 -0.00799  0.07
H: -2.39910 0.34487 0.11544  0.38
H: -0.70756 2.07278 -0.22080  0.34
H: -1.75066 -1.20070 -0.03516  0.39
H: 2.34814 -1.49692 -0.51197  0.20

The following is a quantum chemistry calculation of the molecule C2H4N4 at a distorted geometry, from the Open Molecules 2025 dataset.

Results
* highest occupied orbital energy: -10.3 eV
* total charge: 0
* energy above the lowest of the compared OMol25 structures with the same formula, charge and spin: 2.935 eV
* LUMO level: 0.74 eV
* gap between HOMO and LUMO: 11.03 eV

Last column: natural (NBO) charge in e.
Cartesian coordinates (Å):
N: -0.38350 0.23962 -0.10940  -0.27
N: -0.66099 0.71200 1.11588  0.00
N: -0.99210 -1.61336 1.13364  -0.31
N: -1.05636 -0.11008 1.92627  -0.01
C: -0.65833 -1.23282 -0.02794  0.14
C: 0.87307 0.82149 -0.65066  -0.42
H: -0.72619 -1.73667 -1.00099  0.22
H: 0.91555 0.63525 -1.72106  0.21
H: 0.92265 1.90632 -0.48359  0.24
H: 1.74505 0.36728 -0.16169  0.20

The following is a quantum chemistry calculation of a cluster of 2 separate species, C2H4N4 in total at a distorted geometry, from the Open Molecules 2025 dataset.

Results
* highest occupied orbital energy (spin up / spin down): -8.7 / -8.7 eV
* total charge: 0
* energy above the lowest of the compared OMol25 structures with the same formula, charge and spin: 5.053 eV
* LUMO level (spin up / spin down): -0.01 / -0.01 eV
* gap between HOMO and LUMO (spin up / spin down): 8.68 / 8.67 eV

Last column: natural (NBO) charge in e.
Cartesian coordinates (Å):
N: 1.11398 -0.55331 -1.26584  -0.60
N: 1.00523 2.23168 0.47850  -0.40
N: -1.73456 -0.37013 0.28213  -0.63
N: 1.06443 -0.18458 0.00844  -0.33
C: 1.05208 1.10764 0.23986  0.37
C: -0.77385 -0.33611 1.04204  0.30
H: -0.67034 -0.13999 1.99322  0.16
H: -2.66149 -0.12016 0.60372  0.39
H: 0.23593 -0.19987 -1.77672  0.35
H: 1.36858 -1.43518 -1.60535  0.38

The following is a quantum chemistry calculation of the molecule C2H4N4, from the Open Molecules 2025 dataset.

Results
* highest occupied orbital energy: -10.8 eV
* total charge: 0
* energy above the lowest of the compared OMol25 structures with the same formula, charge and spin: 1.477 eV
* LUMO level: 0.94 eV
* gap between HOMO and LUMO: 11.72 eV

Last column: natural (NBO) charge in e.
Cartesian coordinates (Å):
N: 1.73407 -0.32159 -0.95459  -0.27
N: 0.65950 0.27441 0.89504  -0.26
N: -0.13518 -0.29277 0.00233  -0.01
N: 0.48411 -0.64296 -1.11157  -0.04
C: -1.56687 -0.05568 0.05469  -0.42
C: 1.81850 0.24800 0.26868  0.10
H: -1.67846 0.96824 0.41464  0.23
H: 2.70689 0.71220 0.66732  0.21
H: -1.94545 -0.14351 -0.96322  0.23
H: -2.07711 -0.74635 0.72668  0.22

Which energy belongs to each record? In order, -584.1597 -297.5987 -297.4913 -297.5364 -297.4586 -297.5900 a.u..